96
Properties=species:S:1:pos:R:3:lowdin_charge:R:1 method="wB97M-V/def2-TZVPD" homo_energy_ev=-9.0 molar_mass_g_mol=604.71 smiles="NC(N)=O.NC(N)=O.NC(N)=O.NC(N)=O.NC(N)=O.NC(N)=O.CC(C)O.CC(C)O.CC(C)O.CO.CO" multiplicity=1 largest_force_ev_per_a=2.258 relative_energy_kcal_mol=14.4
O 15.18536 8.40270 10.26907 -0.1145
O 13.58807 8.24714 12.83124 -0.1442
O 11.52824 3.80049 10.54489 -0.1471
O 17.73106 2.62105 14.77781 -0.0404
O 15.90754 3.84463 9.63357 -0.0087
O 18.47134 6.77302 18.52408 -0.0157
O 18.95965 8.68981 14.00470 -0.1062
O 17.62133 6.37045 13.54759 -0.0406
O 20.02837 4.37810 11.05912 -0.0906
O 19.10357 4.11087 6.23483 -0.0001
O 19.46432 0.42635 13.16354 0.0172
N 18.37453 -0.90996 11.62471 0.1611
N 14.59544 2.02252 9.09583 0.1694
N 16.57819 5.97166 11.53985 0.1929
N 18.63058 4.84183 8.33477 0.1578
N 19.29138 1.54427 16.02253 0.1857
N 16.43802 1.73267 10.41683 0.1680
N 20.44987 3.50072 8.00618 0.1608
N 17.15077 4.22162 12.88847 0.1853
N 17.04939 7.23140 16.72928 0.1621
N 18.66403 3.67508 16.58246 0.2084
N 19.34521 7.26226 16.47580 0.1632
N 17.18292 0.34987 13.16498 0.1525
C 20.53841 3.39598 12.01221 -0.4694
C 18.50031 2.62078 15.74808 -0.6163
C 16.64125 9.00451 8.56802 -0.0480
C 18.18063 9.83960 13.61805 -0.4796
C 15.01431 10.70191 9.82920 -0.0453
C 18.43766 -0.04206 12.69600 -0.6380
C 12.50053 4.80680 10.94663 -0.1170
C 18.28307 7.03035 17.32853 -0.6756
C 17.05961 5.57218 12.74378 -0.6136
C 14.32081 7.48006 13.81858 -0.1113
C 15.28799 9.35223 9.15578 -0.4294
C 21.90164 3.00667 11.48358 -0.0447
C 19.38497 4.12626 7.42993 -0.6706
C 15.67197 2.62826 9.69947 -0.6063
C 18.50094 10.90241 14.64830 -0.0517
C 18.47220 10.24266 12.19736 -0.0561
C 20.45906 3.92954 13.39604 -0.0499
H 21.13891 4.79520 13.42966 0.1005
H 22.45406 2.43153 12.23333 0.0837
H 16.21006 7.14843 17.26436 0.0945
H 22.53736 3.88171 11.33370 0.0900
H 16.81069 9.57523 7.64898 0.0834
H 19.20717 -1.23237 11.17404 0.1082
H 16.72558 7.96908 8.23774 0.0731
H 16.05541 5.38449 10.87144 0.0774
H 17.45652 9.16816 9.27222 0.0677
H 19.57222 11.05346 14.78102 0.0858
H 13.89889 2.65705 8.75552 0.0993
H 19.86222 2.53354 11.91938 0.1129
H 12.45925 4.80699 12.03305 0.0778
H 15.23395 11.51165 9.12018 0.0813
H 17.34771 3.80584 13.79112 0.0305
H 20.55271 3.56342 9.00535 0.0569
H 15.73419 10.90126 10.62483 0.0640
H 16.43308 6.97207 11.48226 0.0789
H 20.93541 3.22669 14.08813 0.0868
H 19.10935 7.57653 15.53881 0.0496
H 13.49455 4.41778 10.71518 0.0508
H 17.87894 5.43843 8.07632 0.0826
H 19.91050 1.57959 16.80740 0.1016
H 18.07132 10.66112 15.62054 0.0768
H 15.30841 7.93523 13.72567 0.0578
H 16.33311 0.13336 12.69311 0.0736
H 19.27125 0.76126 15.39229 0.0837
H 18.78891 4.66224 9.31279 0.0501
H 11.72518 3.61347 9.62296 0.0501
H 21.81302 2.38916 10.59319 0.0722
H 14.47949 1.04805 9.27011 0.0919
H 17.11509 9.56803 13.61724 0.1254
H 17.42823 -1.11665 11.40545 0.0740
H 14.38480 8.66623 10.74681 0.0497
H 21.04704 2.98124 7.39494 0.0999
H 18.40700 7.91562 13.71811 0.0348
H 13.85893 7.59103 14.79632 0.0830
H 14.00590 10.83980 10.21399 0.0790
H 19.41584 10.79203 12.11540 0.0867
H 19.30365 4.85563 11.49295 0.0658
H 17.06274 7.21173 15.72386 0.0544
H 17.18654 2.10493 10.97066 0.0832
H 14.37114 6.44885 13.48320 0.0701
H 19.30720 3.57826 17.33951 0.1079
H 16.83271 3.68419 12.11040 0.0635
H 19.48760 4.22162 13.78614 0.0486
H 17.18205 1.01995 13.91497 0.0553
H 18.12048 4.49940 16.40427 0.0966
H 14.53329 9.07505 8.40767 0.1327
H 18.09805 11.88038 14.36451 0.0787
H 13.29378 9.05922 13.25157 0.0753
H 12.20219 5.71631 10.43520 0.0840
H 20.18428 6.83742 16.82019 0.0993
H 17.77974 11.02160 11.84781 0.0698
H 18.38271 9.46799 11.44617 0.0644
H 16.08131 0.80573 10.46733 0.0707